Entry 1:
# C5H11NOS

A 2-piece molecular cluster, C5H11NOS overall in a non-equilibrium geometry (ωB97M-V/def2-TZVPD, the OMol25 dataset).

Molecular weight   133.22 g/mol
2S+1   1
Relative energy (zero: lowest compared OMol25 entry of this formula, charge and spin)   485.64 kJ/mol

Structure (XYZ):
```
19
Properties=species:S:1:pos:R:3:forces:R:3:lowdin_charge:R:1
C -0.922 -0.254 -0.791 1.3 -1.3 1.7 0.05
C 0.084 -0.364 -1.814 0.6 0.4 -1.3 -0.29
C 1.429 -0.066 -1.099 -0.4 0.2 -0.8 -0.66
S 1.578 -1.276 0.169 -1.1 -0.2 0.6 0.61
C -1.124 1.038 -0.147 -0.2 0.1 0.9 -0.51
N -1.746 1.054 1.101 0.4 0.0 -0.5 0.01
C -1.116 0.324 2.211 -0.4 -0.2 -0.1 -0.08
O -0.763 2.064 -0.690 -0.1 0.3 -0.5 0.10
H 3.377 -3.371 0.603 0.0 -0.2 0.1 -0.04
H -1.434 -1.120 -0.406 -0.4 -0.1 -0.2 0.11
H -0.054 0.433 -2.553 -0.1 0.0 -0.2 0.13
H 0.106 -1.342 -2.296 0.0 0.1 0.1 0.11
H 1.318 0.921 -0.672 0.1 0.3 -0.1 0.05
H 2.281 -0.051 -1.767 0.4 0.0 -0.2 0.06
H 3.522 -3.922 1.088 0.0 0.1 -0.1 0.03
H -1.865 2.033 1.303 -0.1 0.2 0.3 0.12
H -0.712 -0.607 1.835 0.0 -0.2 0.0 0.03
H -1.855 0.112 2.985 0.1 0.0 -0.1 0.08
H -0.287 0.887 2.635 0.1 0.1 0.1 0.09
```
Forces are in eV/Å.



Entry 2:
# C28H54Br6O5

A 10-piece molecular cluster, C28H54Br6O5 overall in a non-equilibrium geometry (ωB97M-V/def2-TZVPD, the OMol25 dataset).

Molecular weight   950.16 g/mol
2S+1   1
SMILES   c1ccccc1.c1ccccc1.BrCCBr.BrCCBr.BrCCBr.CCO.CCO.CCO.CCO.CCO

Structure (XYZ):
```
93
Properties=species:S:1:pos:R:3:forces:R:3:lowdin_charge:R:1
C 0.987 -0.858 4.429 -0.6 0.7 -0.4 -0.09
C 0.226 0.300 4.566 0.0 -0.1 0.1 -0.12
C -0.114 0.782 5.823 0.4 0.9 0.1 -0.11
C 0.345 0.138 6.956 -0.3 -1.6 0.4 -0.09
C 0.972 -1.100 6.807 0.3 0.4 0.2 -0.10
C 1.314 -1.577 5.560 0.4 -0.5 -0.2 -0.10
H 1.249 -1.120 3.413 0.2 -0.5 0.1 0.09
H -0.130 0.809 3.681 0.1 0.1 0.0 0.08
H -0.613 1.740 5.916 -0.2 -0.1 0.0 0.11
H 0.129 0.378 7.989 -0.2 0.7 -0.2 0.10
H 1.266 -1.672 7.679 -0.1 0.1 0.1 0.10
H 1.854 -2.515 5.490 0.0 0.0 -0.1 0.10
C -2.574 -0.825 -3.877 0.4 -0.5 -0.5 -0.07
C -2.269 0.296 -3.156 -1.6 1.2 0.9 -0.12
C -2.010 1.519 -3.799 -2.2 -0.7 0.7 -0.19
C -2.022 1.509 -5.164 -1.0 1.6 -1.9 -0.12
C -2.263 0.376 -5.961 -0.7 -0.3 1.3 -0.06
C -2.530 -0.810 -5.282 0.7 0.1 0.4 -0.07
H -2.756 -1.754 -3.348 0.0 0.0 -0.1 0.05
H -2.267 0.270 -2.073 -0.1 -0.1 -0.2 0.08
H -1.733 2.406 -3.248 -0.2 -0.1 -0.1 0.05
H -1.836 2.487 -5.605 0.0 -0.3 -0.4 0.12
H -2.416 0.378 -7.030 0.6 0.4 -0.1 0.11
H -2.545 -1.756 -5.809 -0.5 0.1 -0.1 0.11
Br 1.211 -0.988 -4.891 -0.2 0.4 0.0 0.68
C 0.320 0.419 -3.849 1.5 -0.6 0.9 -0.69
C 1.245 1.599 -3.688 0.2 0.3 0.0 -0.58
Br 0.604 2.754 -2.207 0.3 0.0 -0.3 0.71
H 0.121 -0.020 -2.872 0.4 -0.2 0.0 0.04
H -0.671 0.698 -4.203 2.6 -1.0 -0.8 -0.04
H 1.316 2.216 -4.579 -0.3 0.1 0.0 0.06
H 2.263 1.380 -3.385 -0.1 -0.4 0.1 0.04
Br -2.649 -4.530 -2.642 0.0 0.3 0.1 0.63
C -1.907 -4.221 -0.863 -0.7 -0.1 0.4 -0.67
C -2.972 -4.100 0.234 0.3 -0.7 -0.4 -0.67
Br -4.272 -2.636 0.022 0.6 -0.8 0.0 0.57
H -1.217 -3.385 -0.874 -0.1 0.0 -0.2 0.02
H -1.406 -5.173 -0.708 0.4 0.2 0.3 0.05
H -2.486 -4.060 1.209 0.1 0.7 0.0 0.04
H -3.458 -5.075 0.286 -0.7 0.4 -0.3 0.06
Br -2.483 -1.525 3.005 -0.3 0.0 0.5 0.69
C -3.445 -0.444 4.361 0.6 -0.2 -0.4 -0.62
C -4.138 0.651 3.582 -0.1 0.0 0.4 -0.69
Br -5.172 1.759 4.849 0.2 -0.2 -0.4 0.60
H -2.647 -0.127 5.027 -0.1 0.4 -0.1 0.03
H -4.094 -1.104 4.926 -0.2 0.0 -0.3 0.06
H -4.829 0.248 2.848 -0.2 -0.1 0.2 0.05
H -3.449 1.300 3.047 0.1 0.1 0.3 0.04
C 2.550 2.725 2.497 -0.9 -0.3 0.5 -0.08
C 3.176 3.097 1.180 1.5 -1.7 -0.5 -0.26
O 2.871 2.041 0.236 -1.1 0.5 -0.4 -0.16
H 2.709 3.390 3.347 0.1 0.3 -0.3 0.08
H 2.777 1.715 2.847 0.6 0.0 -0.3 0.08
H 1.468 2.643 2.327 0.0 0.4 0.1 0.07
H 4.271 3.016 1.136 0.0 0.9 0.9 0.12
H 2.886 4.082 0.812 -0.3 -0.2 -0.1 0.11
H 3.645 1.486 0.100 0.5 0.0 -0.1 0.05
C 1.588 -3.929 -1.653 -0.7 1.0 0.3 -0.07
C 2.756 -3.110 -2.164 0.5 -0.1 -0.5 -0.32
O 3.061 -2.010 -1.322 0.4 0.0 0.2 -0.10
H 1.746 -4.178 -0.602 0.4 -0.5 -0.2 0.08
H 1.352 -4.786 -2.281 0.2 -0.1 0.1 0.08
H 0.687 -3.306 -1.584 0.1 0.0 -0.4 0.05
H 2.674 -2.706 -3.176 -0.6 -0.4 -0.1 0.05
H 3.625 -3.773 -2.226 0.2 0.3 0.4 0.11
H 2.402 -1.311 -1.435 -0.2 -0.3 0.3 0.07
C 6.402 1.332 -2.152 -0.8 -0.3 -0.1 -0.08
C 5.657 0.015 -1.967 -0.6 0.0 0.7 -0.28
O 4.969 0.112 -0.695 0.1 -0.2 0.1 -0.12
H 6.833 1.570 -1.179 0.1 0.2 -0.1 0.08
H 5.664 2.085 -2.434 0.2 0.2 0.2 0.07
H 7.169 1.322 -2.922 0.1 -0.2 0.0 0.07
H 6.325 -0.851 -1.930 0.1 0.1 -0.1 0.11
H 4.835 -0.189 -2.662 0.6 0.2 -0.6 0.10
H 4.430 -0.698 -0.643 0.1 0.1 0.1 0.06
C -1.084 -0.173 -0.067 0.4 0.0 0.2 -0.11
C 0.094 -0.301 0.889 -0.1 1.0 0.1 -0.32
O 1.362 -0.344 0.278 0.4 -1.2 -0.9 -0.09
H -2.016 0.008 0.468 0.1 0.0 0.1 0.03
H -1.215 -1.078 -0.665 0.1 0.1 -0.1 0.06
H -0.910 0.693 -0.701 0.0 -0.1 -0.1 0.02
H -0.019 -1.197 1.498 0.2 0.0 0.1 0.07
H 0.109 0.580 1.539 -0.4 -0.1 0.3 0.10
H 1.778 0.508 0.082 -0.6 0.5 0.5 0.04
C -4.421 2.483 -0.045 -0.5 0.6 0.2 -0.08
C -3.414 3.401 0.634 -0.1 -0.9 -0.3 -0.29
O -2.170 2.705 0.778 0.2 0.3 -0.2 -0.10
H -4.435 1.529 0.481 0.0 -0.2 -0.3 0.06
H -4.257 2.401 -1.117 0.5 -0.4 0.0 0.07
H -5.423 2.924 0.005 0.0 0.0 0.3 0.08
H -3.732 3.609 1.658 -0.2 0.5 -0.2 0.10
H -3.314 4.287 0.003 0.1 0.3 0.5 0.11
H -1.506 3.144 0.240 0.0 -0.1 0.0 0.06
```
Forces are in eV/Å.



Entry 3:
# CHCl3NOP

A 2-piece molecular cluster, CHCl3NOP overall (ωB97M-V/def2-TZVPD, the OMol25 dataset).

Molecular weight   180.36 g/mol
2S+1   1
Relative energy (zero: lowest compared OMol25 entry of this formula, charge and spin)   0.00 kJ/mol
SMILES   O=P(Cl)(Cl)Cl.C#N

Structure (XYZ):
```
8
Properties=species:S:1:pos:R:3:forces:R:3:lowdin_charge:R:1
O -1.635 0.506 2.080 -0.1 0.0 0.1 -0.46
P -2.212 1.638 2.786 0.1 -0.7 -0.3 -0.55
Cl -2.052 3.362 1.797 -0.1 0.0 0.3 0.33
Cl -1.398 1.937 4.584 -0.2 0.2 -0.1 0.33
Cl -4.174 1.366 3.117 0.1 0.3 0.1 0.32
C 0.618 0.408 0.024 -0.1 -0.4 -0.3 -0.09
N 0.859 1.303 0.683 0.3 0.8 0.4 0.06
H 0.394 -0.429 -0.580 -0.1 -0.3 -0.2 0.05
```
Forces are in eV/Å.



Entry 4:
# C4H16BrCoN8O4

C4H16BrCoN8O4 as an isolated structure in a non-equilibrium geometry (ωB97M-V/def2-TZVPD, the OMol25 dataset).

Molecular weight   379.06 g/mol
2S+1   5

Structure (XYZ):
```
34
Properties=species:S:1:pos:R:3:forces:R:3:lowdin_charge:R:1
Co 2.551 -0.169 1.441 -0.9 -0.1 -0.5 0.60
Br 0.247 -0.238 -0.063 0.9 -0.1 0.5 0.01
C -3.359 -0.960 1.796 -2.7 -4.3 0.8 -0.76
O -4.172 -1.554 2.508 -0.9 0.4 -0.2 -0.01
N -2.451 -0.229 2.370 2.5 2.7 0.8 0.15
N -3.206 -1.268 0.507 1.3 0.7 -2.7 0.16
H -1.757 0.222 1.790 0.0 0.4 0.4 0.03
H -2.727 0.134 3.271 0.4 0.0 -0.2 0.12
H -3.712 -1.899 -0.098 -0.5 0.0 1.1 0.12
H -2.479 -0.791 -0.006 0.0 0.1 0.0 0.02
C 2.476 -0.564 -4.062 0.1 0.7 -1.2 -0.76
O 3.324 -0.732 -4.910 0.7 -0.1 -0.7 0.03
N 1.937 -1.510 -3.319 -0.5 -2.0 1.4 0.15
N 1.868 0.607 -3.817 0.0 2.1 -0.1 0.16
H 2.279 -2.453 -3.433 -0.2 0.3 0.5 0.12
H 1.426 -1.148 -2.527 -0.1 -1.1 0.2 0.02
H 2.057 1.363 -4.460 -0.1 -0.1 0.4 0.11
H 1.188 0.707 -3.078 0.0 0.3 -0.5 0.07
C 1.102 -2.075 3.370 -3.3 -2.6 -0.6 -0.74
O 1.737 -1.107 3.025 2.3 2.5 0.0 -0.17
N 1.099 -2.714 4.501 2.3 0.3 2.9 0.20
N 0.151 -2.596 2.626 -1.5 0.5 -3.7 0.18
H 0.499 -3.522 4.580 0.5 0.4 0.8 0.13
H 1.791 -2.350 5.140 -0.3 -1.0 0.7 0.13
H -0.378 -3.450 2.736 0.3 0.4 0.3 0.13
H -0.103 -1.987 1.861 -0.3 -0.4 -0.5 0.00
C -0.405 3.490 -1.800 0.1 -1.7 0.7 -0.79
O -0.956 2.694 -2.538 -0.2 -0.4 -0.6 0.03
N -0.660 4.762 -1.753 -1.3 3.7 -1.2 0.16
N 0.457 3.120 -0.857 1.5 -2.2 1.0 0.14
H -0.026 5.396 -1.288 -0.3 0.0 -0.4 0.11
H -1.193 5.038 -2.565 0.1 0.7 0.3 0.12
H 0.940 3.671 -0.163 -0.4 0.0 -0.4 0.11
H 0.455 2.112 -0.787 0.5 0.0 0.5 -0.05
```
Forces are in eV/Å.



Going through the records in order, we get E_tot values of -725.13991 -16919.44702 -1890.71232 -4857.86959 Ha.